{
  "formula": "C6H13N2OS",
  "method": "ωB97M-V/def2-TZVPD",
  "charge": 1,
  "lumo_ev": -4.41,
  "e_homo_ev": -12.665,
  "e_tot_ev": -22287.0469,
  "de_lowest_kj_mol": 232.2,
  "species": ["C", "C", "C", "C", "C", "C", "N", "N", "O", "S", "H", "H", "H", "H", "H", "H", "H", "H", "H", "H", "H", "H", "H"],
  "positions_angstrom": [[0.798912, 1.198760, 1.164724], [-0.881623, 0.096882, 0.040482], [0.653241, -1.217208, -1.598701], [2.767795, 0.247642, -0.012789], [-3.235310, 0.378476, -0.219331], [0.364773, -0.343895, -0.464999], [-0.663828, 1.173299, 0.911549], [1.331144, 0.362979, 0.180458], [-1.973948, -0.155301, -0.645936], [-0.369262, -1.685981, 1.388060], [0.988467, 2.325659, 0.950172], [1.104715, 0.909006, 2.208415], [1.205502, -2.069602, -1.248993], [1.348831, -0.653017, -2.242320], [-0.259892, -1.448544, -2.180883], [2.924271, -0.669201, -0.593538], [3.192515, 0.192762, 0.989776], [3.152733, 1.231437, -0.426570], [-3.970962, -0.421049, -0.126234], [-3.658669, 1.268011, -0.899398], [-2.999476, 0.833342, 0.763572], [-1.359612, 1.165078, 1.664790], [-0.460322, -2.719545, 0.397687]],
  "atomic_forces_ev_per_a": [[-1.2, 3.6, 1.3], [-1.1, 0.1, 1.1], [-0.2, 0.7, -1.2], [-0.3, 1.1, 0.2], [-0.5, 2.6, 0.4], [2.7, 0.7, 1.8], [-1.0, -1.8, -0.8], [-0.8, -0.9, -2.7], [0.3, 0.1, -0.6], [-0.6, -1.5, -1.9], [0.8, -1.9, 0.7], [-0.4, 0.2, -0.9], [0.0, -0.7, -0.1], [-0.3, -0.2, 0.0], [0.6, -0.1, 0.5], [0.6, 0.6, 0.1], [0.3, -0.5, -0.1], [-0.3, -1.4, -0.1], [0.3, 0.1, -0.1], [1.3, -2.2, 1.2], [-1.0, -0.3, -0.4], [0.9, 0.4, 0.0], [0.0, 1.3, 1.5]],
  "nbo_charge": [-0.06, 0.55, -0.70, -0.42, -0.25, 0.36, -0.61, -0.35, -0.46, -0.26, 0.24, 0.23, 0.27, 0.27, 0.28, 0.24, 0.23, 0.24, 0.23, 0.23, 0.17, 0.42, 0.17]
}